Entry from the Open Molecules 2025 dataset: the molecule C5H9NO (ωB97M-V/def2-TZVPD).

Values from the calculation:
- total energy (eV) = -8866.665
- relative energy (zero: lowest compared OMol25 entry of this formula, charge and spin) (kcal/mol) = 58.7
- structure (SMILES) = C/N=C/[C@H]1O[C@@H]1C
- Kohn-Sham gap (eV) = 10.92
- strongest force on any atom (eV Å⁻¹) = 0.4

```
! RIJCOSX wB97M-V def2-TZVPD def2/J DEFGRID3
* xyz 0 1
H 1.247 -1.523 0.020
H -2.576 0.866 2.510
N 0.944 -0.069 -1.469
H -1.272 1.996 2.099
H 1.975 -0.470 -3.175
H 2.813 0.629 -2.083
H 2.782 -1.129 -1.720
C -1.860 1.147 1.734
C 2.206 -0.282 -2.122
C 0.606 -0.775 -0.477
O -1.369 -1.268 1.054
C -0.749 -0.480 0.052
C -0.903 0.029 1.413
H -1.419 -0.127 -0.730
H -2.410 1.478 0.847
H -0.016 -0.022 2.047
*
```